No. 1
# H80O40

40 unconnected molecules or ions with the total composition H80O40 in a non-equilibrium geometry (the ωB97M-V functional and the def2-TZVPD basis, OMol25).

Each line ends with the Mulliken charge.
CARTESIAN COORDINATES (ANGSTROEM)
O  2.184  -2.501  -5.319  -0.600
O  -1.752  -2.269  0.108  -0.216
O  -1.800  0.727  0.159  0.308
O  1.775  -5.089  3.579  -0.604
O  1.896  -2.906  1.198  -0.002
O  1.902  -6.261  -0.543  -0.547
O  1.926  -0.533  -0.987  -0.267
O  -4.897  -3.534  2.994  -0.644
O  -4.791  -2.618  -1.161  -0.584
O  -1.786  3.363  -1.713  -0.786
O  3.409  0.672  1.541  -0.309
O  3.220  3.014  0.691  -0.464
O  -2.066  -5.889  -0.060  -0.599
O  -3.059  -4.301  -3.237  -0.669
O  1.021  3.001  5.548  -0.647
O  -0.124  1.034  4.264  -0.587
O  1.785  2.340  -4.697  -0.636
O  4.314  -1.893  -0.833  -0.763
O  3.903  4.312  -2.516  -0.633
O  5.621  -1.386  2.458  -0.661
O  -4.971  -0.017  0.400  -0.558
O  -3.294  -0.791  -3.975  -0.573
O  -3.957  1.441  -2.003  -0.685
O  -2.877  1.299  4.430  -0.691
O  3.090  -4.094  -1.123  -0.458
O  0.248  -3.839  -1.927  -0.464
O  -0.995  -0.967  -5.769  -0.685
O  1.560  5.992  2.826  -0.675
O  -0.953  1.260  -2.865  -0.354
O  -1.121  -5.899  2.989  -0.621
O  0.993  5.155  -0.507  -0.547
O  0.704  4.986  -3.524  -0.551
O  2.499  1.715  3.756  -0.659
O  0.749  -1.256  3.096  -0.437
O  -3.416  3.228  1.461  -0.615
O  -4.791  3.687  -0.657  -0.703
O  0.984  2.622  -1.315  0.703
O  3.434  -2.551  3.399  -0.700
O  -2.220  6.262  -0.569  -0.671
O  0.077  3.924  2.233  -0.587
H  -4.210  -4.258  3.027  0.318
H  1.038  -3.374  -2.329  0.206
H  0.553  3.674  1.444  0.092
H  -2.970  6.127  0.122  0.335
H  4.126  3.308  0.823  0.221
H  1.048  -2.056  3.554  0.391
H  -1.190  1.020  4.476  0.285
H  4.354  1.090  1.746  0.298
H  2.958  2.542  -0.155  0.211
H  -5.892  -0.020  0.289  0.250
H  2.485  -5.783  -0.107  0.274
H  -4.294  3.097  -1.126  0.191
H  0.202  5.466  -4.251  0.277
H  0.883  3.503  -0.807  -0.016
H  0.579  5.893  -0.038  0.275
H  4.300  3.970  -1.707  0.283
H  1.457  4.657  -3.869  0.225
H  -2.534  3.104  1.799  0.274
H  0.475  3.160  2.729  0.512
H  1.848  2.637  5.281  0.342
H  3.110  4.786  -2.260  0.319
H  1.301  0.070  -0.876  -0.074
H  1.037  2.566  -5.264  0.323
H  -2.292  -0.780  -4.194  0.203
H  -3.447  1.381  -1.115  0.131
H  2.216  -0.219  -1.940  0.346
H  3.994  -1.012  -0.636  0.240
H  0.817  5.433  3.063  0.400
H  -4.477  0.184  -0.338  0.299
H  -1.654  2.508  -1.248  0.285
H  1.773  2.919  -3.956  0.248
H  3.568  -3.331  -0.905  0.193
H  2.199  -6.111  -1.414  0.280
H  1.062  5.400  -1.527  0.137
H  1.423  -4.921  2.642  0.217
H  -1.385  2.120  -3.086  0.448
H  5.065  -2.094  -0.115  0.332
H  2.471  -2.405  3.641  0.064
H  -1.677  0.733  -2.545  0.000
H  -3.030  -6.321  0.148  0.317
H  2.806  1.810  2.848  0.434
H  2.555  -3.490  1.354  0.137
H  -3.220  -1.688  -3.835  0.350
H  0.249  2.402  -1.989  -0.058
H  1.682  -2.437  0.339  -0.091
H  3.662  -1.675  2.949  0.487
H  5.629  -0.465  2.554  0.282
H  2.218  -2.130  -6.240  0.295
H  -4.527  -2.767  3.512  0.322
H  -1.379  -0.063  -0.179  -0.060
H  2.698  -5.408  3.295  0.353
H  3.286  -4.405  -1.920  0.282
H  1.748  -3.321  -5.156  0.316
H  -1.367  -2.839  -0.554  0.193
H  -0.722  -0.449  -6.633  0.314
H  -3.675  1.754  3.809  0.346
H  -4.318  -2.372  -0.386  0.324
H  -1.252  -6.277  0.104  0.276
H  -3.973  0.587  -2.642  0.308
H  3.511  0.627  0.577  0.057
H  0.180  0.090  4.017  0.324
H  -0.466  -5.821  3.704  0.332
H  -3.655  3.424  0.487  0.393
H  1.673  5.495  1.961  0.289
H  0.924  -1.670  2.316  0.170
H  -2.400  -2.862  0.455  0.043
H  5.696  -1.782  3.428  0.326
H  -5.335  3.249  0.086  0.363
H  0.327  2.513  5.296  0.305
H  -4.352  -3.457  -1.543  0.299
H  -2.704  3.706  -1.814  0.307
H  -2.034  -4.146  -3.054  0.339
H  -2.873  1.873  5.185  0.328
H  0.371  -4.362  -1.180  0.256
H  -0.610  -0.579  -5.025  0.345
H  1.636  1.402  3.631  0.262
H  -1.392  0.583  1.060  -0.028
H  -0.848  -5.397  2.131  0.297
H  -2.166  5.371  -0.994  0.369
H  -3.293  -5.127  -2.756  0.301

As for the charge: 0.

=====

No. 2
# H80O40

40 unconnected molecules or ions with the total composition H80O40 in a non-equilibrium geometry (the ωB97M-V functional and the def2-TZVPD basis, OMol25).

Each line ends with the Mulliken charge.
CARTESIAN COORDINATES (ANGSTROEM)
O  3.331  -4.415  -1.949  -0.515
O  -2.323  -2.674  3.774  -0.603
O  1.925  -0.687  -0.068  -0.774
O  2.657  -5.287  1.122  -0.645
O  2.652  2.917  2.541  -0.428
O  2.686  3.508  0.234  -0.700
O  4.808  -1.559  -1.863  -0.562
O  -1.992  2.630  -4.206  -0.683
O  -1.798  0.046  -2.084  0.514
O  1.372  -2.312  3.847  -0.550
O  4.658  1.865  -4.052  -0.679
O  -0.545  -0.687  4.498  -0.691
O  -5.592  -0.252  0.565  -0.532
O  3.517  1.556  -1.331  -0.649
O  -0.765  5.180  2.994  -0.619
O  0.050  2.807  1.070  0.046
O  0.447  2.255  -5.348  -0.556
O  5.681  -0.426  1.816  -0.601
O  4.406  -1.661  4.350  -0.660
O  -1.540  -5.008  1.307  -0.598
O  -1.982  5.127  0.273  -0.482
O  -3.806  -1.682  -0.536  -0.401
O  0.591  0.665  -1.726  0.658
O  -2.217  3.288  -1.811  -0.374
O  1.008  1.500  5.322  -0.588
O  1.323  -2.087  -2.868  -0.430
O  -2.383  -4.607  -1.610  -0.715
O  -1.665  0.825  0.725  -0.597
O  -4.601  -4.644  0.241  -0.638
O  1.767  -4.946  3.889  -0.642
O  0.699  0.570  1.794  0.849
O  -5.168  0.908  3.041  -0.599
O  -0.485  -0.502  -5.073  -0.659
O  3.681  1.077  4.209  -0.591
O  -3.696  -0.685  -3.735  -0.584
O  0.174  4.981  -2.125  -0.663
O  -5.101  1.444  -3.939  -0.608
O  -4.275  1.528  -1.506  -0.370
O  2.097  -2.819  1.208  -0.192
O  2.414  0.420  -4.053  -0.531
H  -6.229  0.221  1.076  0.298
H  -4.780  -4.142  -0.587  0.310
H  -1.832  -2.036  3.234  0.296
H  -0.110  5.229  2.295  0.247
H  -1.532  0.765  -0.292  0.150
H  -4.188  -0.914  -0.959  0.036
H  2.379  -4.474  -2.013  0.271
H  3.835  1.430  -0.411  0.307
H  1.639  -2.279  1.909  0.176
H  -1.482  -4.130  1.809  0.287
H  0.755  0.590  5.518  0.342
H  -3.192  -0.482  -4.540  0.241
H  -5.602  -1.101  1.058  0.227
H  -1.044  -1.113  -4.478  0.281
H  -3.696  2.283  -1.552  0.251
H  1.047  0.393  -0.884  0.013
H  0.698  4.526  -2.782  0.322
H  0.263  -0.158  -4.591  0.362
H  -2.771  5.603  0.050  0.230
H  5.066  0.323  1.715  0.334
H  0.456  4.746  -1.249  0.314
H  -4.947  -0.048  3.030  0.305
H  -2.273  4.007  -2.436  0.220
H  -2.687  -3.680  -1.534  0.310
H  2.824  -3.053  1.822  0.339
H  0.128  1.713  5.022  0.250
H  1.175  -2.713  -3.550  0.206
H  0.682  -1.383  -2.881  0.071
H  -1.622  -4.680  -0.943  0.336
H  -5.987  1.355  -3.584  0.281
H  4.839  2.064  -3.143  0.313
H  -2.963  -3.012  3.118  0.292
H  3.108  1.103  -3.914  0.357
H  -0.268  5.590  3.719  0.313
H  -1.351  0.729  -2.586  0.037
H  1.829  3.948  0.221  0.240
H  -3.672  -4.782  0.017  0.438
H  1.876  -5.048  1.581  0.375
H  3.341  0.657  -1.614  0.158
H  1.356  -5.792  3.575  0.281
H  0.556  1.700  -6.115  0.265
H  5.561  -2.002  -1.521  0.262
H  -4.822  2.347  -3.743  0.269
H  3.560  3.210  2.430  0.274
H  -2.711  0.226  -2.245  -0.196
H  -1.552  3.448  -1.104  -0.091
H  4.673  -1.022  3.685  0.337
H  6.571  -0.173  1.957  0.243
H  -4.468  -0.140  -3.954  0.309
H  -2.273  2.784  -3.190  0.148
H  2.386  3.617  3.195  0.234
H  0.603  -2.115  4.427  0.242
H  -1.726  5.655  1.111  0.250
H  2.711  -5.001  4.014  0.298
H  1.250  1.340  1.868  -0.165
H  1.760  -1.444  -0.740  0.195
H  -2.351  -5.226  1.744  0.299
H  -0.814  -0.126  3.725  0.216
H  0.496  3.292  1.732  -0.013
H  3.145  -4.591  0.700  0.290
H  -4.523  -2.226  -0.847  0.233
H  4.109  -2.025  -1.380  0.255
H  2.780  -0.346  -3.585  0.263
H  -0.872  2.876  0.820  -0.009
H  1.172  -0.859  0.479  0.067
H  -0.136  0.936  1.417  0.113
H  4.421  2.723  -4.435  0.321
H  3.741  -5.036  -2.532  0.242
H  -1.381  -0.917  4.894  0.301
H  -4.833  1.792  -0.712  0.314
H  1.473  -3.318  3.886  0.288
H  1.381  1.010  -2.157  -0.059
H  2.539  2.549  0.061  0.377
H  -0.413  2.665  -5.262  0.305
H  -2.314  0.112  0.672  0.067
H  2.858  0.600  4.131  0.282
H  -4.330  1.347  3.278  0.292
H  3.452  -1.847  4.140  0.322
H  3.506  1.782  4.826  0.245
H  -2.261  1.988  -4.846  0.334

As for the charge: 0.

=====

No. 3
# H80O40

40 unconnected molecules or ions with the total composition H80O40 in a non-equilibrium geometry (the ωB97M-V functional and the def2-TZVPD basis, OMol25).

Each line ends with the Mulliken charge.
CARTESIAN COORDINATES (ANGSTROEM)
O  1.716  -2.415  1.915  -0.211
O  -3.185  -5.419  -2.102  -0.678
O  0.777  -3.389  -5.590  -0.632
O  3.042  5.309  2.970  -0.626
O  -3.548  -3.283  1.534  -0.655
O  -4.754  -0.483  2.926  -0.544
O  0.521  -3.362  4.670  -0.454
O  1.425  -5.017  -2.926  -0.558
O  -2.963  1.769  -3.903  -0.834
O  -4.213  2.974  -0.692  -0.646
O  1.610  -0.704  -1.297  -0.230
O  0.883  3.527  -3.225  -0.521
O  -5.548  0.867  -1.650  -0.547
O  -1.586  4.510  -0.981  -0.599
O  -0.279  -5.151  2.194  -0.627
O  -2.892  -2.815  -1.186  -0.623
O  1.666  0.480  3.236  -0.461
O  3.247  1.784  -5.374  -0.598
O  4.566  0.139  3.698  -0.630
O  4.938  2.958  -0.950  -0.490
O  -0.131  3.654  2.571  -0.529
O  5.035  -0.124  0.305  -0.693
O  3.267  -2.287  -0.202  -0.518
O  -0.580  0.595  4.443  -0.546
O  2.432  4.590  -0.778  -0.589
O  -4.832  -1.396  -0.315  -0.665
O  -1.277  -2.081  2.347  0.550
O  -0.552  -0.128  -2.417  -0.161
O  -3.041  0.641  4.981  -0.691
O  -1.581  2.678  -5.980  -0.661
O  0.674  -0.825  -4.456  -0.423
O  5.135  -0.102  -3.842  -0.599
O  -2.288  1.698  2.019  -0.363
O  3.280  2.547  -2.649  -0.362
O  2.139  -0.882  5.715  -0.606
O  -0.178  -3.037  -0.411  0.080
O  -3.246  -1.912  5.538  -0.702
O  -0.040  2.209  0.031  0.168
O  2.376  1.804  1.013  -0.258
O  -2.758  -0.095  -0.990  0.242
H  -3.254  -3.154  2.429  0.304
H  3.714  1.747  -2.366  0.053
H  3.066  2.448  0.539  0.126
H  5.423  3.590  -1.506  0.251
H  -2.287  0.470  -1.610  -0.100
H  -3.767  2.140  -0.514  0.363
H  3.213  4.549  -1.333  0.288
H  5.275  3.258  -0.060  0.268
H  -0.029  -3.854  5.350  0.277
H  -6.399  1.336  -1.613  0.252
H  -0.039  2.949  0.667  0.146
H  0.141  -1.271  -5.135  0.261
H  1.496  -1.457  -1.895  0.191
H  0.057  4.585  2.676  0.230
H  1.801  -0.974  6.590  0.280
H  0.281  2.988  -3.742  0.190
H  -3.087  2.207  1.997  0.213
H  -4.281  -0.545  2.111  0.220
H  -2.682  0.855  -3.948  0.340
H  -4.045  -5.146  -1.773  0.295
H  1.652  -0.982  -4.381  0.203
H  -5.360  -1.209  3.049  0.308
H  1.606  -0.917  -0.345  -0.177
H  -0.791  1.312  3.861  0.225
H  -1.944  2.427  -5.097  0.500
H  -0.665  -5.089  1.338  0.280
H  3.772  -3.026  -0.570  0.181
H  -3.369  1.380  4.470  0.223
H  4.141  2.788  -3.037  0.345
H  -3.573  1.965  -4.711  0.348
H  1.207  -3.055  5.252  0.170
H  1.754  -3.261  2.355  0.235
H  0.352  0.324  4.361  0.308
H  1.337  -3.599  -4.836  0.324
H  0.670  -5.526  -2.632  0.295
H  -0.635  2.657  -5.982  0.309
H  -0.767  -2.892  2.499  -0.240
H  -0.115  -4.507  2.865  0.221
H  -5.667  -1.267  -0.761  0.237
H  -2.487  -1.518  5.108  0.263
H  4.949  0.459  -0.436  0.241
H  -3.561  3.603  -0.307  0.315
H  -3.657  -2.485  1.026  0.135
H  2.028  0.907  2.418  0.157
H  5.941  0.070  -3.245  0.351
H  3.630  0.355  3.623  0.407
H  1.626  1.835  0.386  0.147
H  0.238  -2.193  -0.439  0.021
H  4.674  0.563  4.546  0.311
H  -4.976  1.432  -2.169  0.217
H  2.105  -2.645  1.076  0.109
H  -2.667  -4.591  -1.991  0.390
H  -3.125  -3.254  -0.367  0.577
H  -1.378  5.439  -1.115  0.255
H  -0.954  1.930  0.140  -0.180
H  3.835  -1.491  -0.175  0.336
H  0.353  3.247  3.289  0.216
H  -0.124  -0.836  -2.960  0.106
H  -2.817  -1.818  -1.169  0.059
H  -1.451  3.833  -1.654  0.285
H  1.708  3.937  -3.407  0.242
H  2.366  -1.577  5.120  0.292
H  2.885  5.621  2.085  0.311
H  1.686  -0.413  2.828  0.345
H  4.857  0.075  1.221  0.270
H  0.071  0.218  -1.793  0.201
H  3.553  2.118  -4.562  0.318
H  3.822  1.067  -5.627  0.257
H  -0.815  -3.397  -1.026  0.082
H  0.029  -3.970  -5.548  0.294
H  3.352  4.472  3.293  0.291
H  -1.258  -1.809  1.410  -0.077
H  4.604  -0.404  -3.090  0.241
H  -3.799  -1.127  5.601  0.358
H  1.661  4.127  -1.169  0.263
H  -2.389  0.746  2.021  0.091
H  -4.352  -0.591  -0.592  0.523
H  -2.601  0.339  -0.154  -0.078
H  2.096  -5.620  -3.211  0.272
H  -2.109  0.434  4.608  0.531

As for the charge: 0.

=====

Computed total energy, in the same sequence as the records: -83191.5605 -83195.7410 -83194.8252 eV.
Computed LUMO, in the same sequence as the records: -0.72 -0.67 -0.97 eV.
Computed ΔE to the lowest compared entry with this formula, charge and spin, in the same sequence as the records: 1375.39 972.03 1060.39 kJ/mol.